Density functional theory data (the ωB97M-V functional and the def2-TZVPD basis) for a molecular structure, C14F10KN3O in a non-equilibrium geometry.

The geometry in XYZ format:
```
29
Properties=species:S:1:pos:R:3:forces:R:3
K -0.996 0.139 0.945 -0.522 -0.593 0.031
N -2.673 1.247 2.623 -0.144 0.117 0.223
C -3.399 1.651 3.440 -0.226 -0.001 -0.002
N -4.322 2.039 4.283 0.250 0.054 0.034
C -3.975 2.828 5.280 -0.151 -0.051 -0.061
N -3.789 3.525 6.192 0.023 0.034 0.065
F 5.310 3.847 -1.761 -0.005 -0.005 0.000
C 4.227 3.228 -1.230 0.004 0.004 -0.015
C 3.938 3.329 0.118 -0.045 -0.020 0.082
F 4.753 4.056 0.913 0.003 -0.007 -0.035
C 2.835 2.699 0.659 0.224 0.112 -0.011
F 2.618 2.846 1.982 -0.034 -0.026 -0.002
C 1.931 1.917 -0.103 -0.334 -0.136 0.077
O 0.907 1.346 0.385 0.873 0.527 -0.261
C 2.275 1.845 -1.479 0.174 0.119 -0.141
F 1.482 1.142 -2.310 -0.024 -0.007 0.034
C 3.375 2.477 -2.022 -0.064 -0.054 -0.004
F 3.628 2.369 -3.344 0.022 0.016 0.022
F 0.901 -2.769 -0.683 -0.072 0.033 0.028
C -0.394 -3.175 -0.901 0.178 -0.221 -0.126
C -1.441 -2.514 -0.326 0.025 0.201 0.147
C -2.667 -3.034 -0.622 -0.232 -0.156 -0.139
F -3.816 -2.467 -0.118 0.074 0.022 0.011
C -2.884 -4.136 -1.436 0.096 -0.003 0.005
F -4.121 -4.620 -1.707 -0.004 0.001 0.002
C -1.785 -4.767 -1.992 0.006 0.008 0.005
F -1.950 -5.848 -2.790 -0.003 0.012 0.011
C -0.516 -4.284 -1.724 -0.100 0.017 0.022
F 0.549 -4.915 -2.273 0.008 0.003 0.003
```
Forces are in eV/Å.

Output
Highest occupied orbital energy ... -2.803 eV
Charge ... -2
LUMO level ... 4.4168 eV
Gap between HOMO and LUMO ... 7.219 eV
ΔE to the lowest compared entry with this formula, charge and spin ... 0.0 kcal per mole